1.
Below is a molecular structure, C36H26BrN7O3S2Zr, with properties calculated with ωB97M-V with the def2-TZVPD basis set.

Summary:
- Largest force on an atom: 0.0189 Eh/bohr
- 2S+1: 1
- Gap between HOMO and LUMO: 6.45 eV
- Total charge: +2
- Energy above the lowest of the compared OMol25 structures with the same formula, charge and spin: 9.9 kcal per mole
- LUMO level: -6.27 eV

Element x y z (Å)
Zr1 -0.210 0.047 0.504
Br1 -6.472 3.935 -0.089
C1 -4.800 3.114 -0.254
C2 -4.384 2.627 -1.494
C3 -3.143 2.028 -1.643
C4 -2.310 1.898 -0.549
O1 -1.071 1.351 -0.680
C5 -2.723 2.358 0.707
C6 -1.930 2.239 1.905
N1 -0.853 1.538 2.043
C7 -0.149 1.482 3.302
C8 -0.559 2.062 4.466
C9 0.219 1.970 5.641
C10 1.401 1.293 5.633
C11 1.837 0.658 4.446
C12 3.033 -0.090 4.385
C13 3.395 -0.709 3.224
C14 2.556 -0.584 2.114
N2 1.426 0.103 2.125
C15 1.051 0.740 3.289
C16 -3.973 2.988 0.836
H1 -5.036 2.726 -2.351
H2 -2.810 1.668 -2.607
H3 -2.302 2.800 2.759
H4 -1.489 2.612 4.519
H5 -0.135 2.445 6.545
H6 2.009 1.222 6.526
H7 3.652 -0.165 5.272
H8 4.302 -1.291 3.147
H9 2.819 -1.064 1.182
H10 -4.286 3.357 1.805
O2 -1.531 -2.200 4.109
C17 -2.143 -3.233 3.476
C18 -2.685 -4.202 4.317
C19 -3.326 -5.299 3.789
C20 -3.447 -5.459 2.406
C21 -2.912 -4.506 1.576
C22 -2.247 -3.378 2.086
C23 -1.685 -2.410 1.145
O3 -1.129 -1.277 1.661
N3 -1.681 -2.596 -0.120
N4 -1.077 -1.519 -0.819
C24 -1.277 -1.651 -2.105
S1 -0.793 -0.446 -3.257
C25 -1.023 -1.524 -4.688
C26 -2.238 -2.385 -4.410
S2 -2.113 -3.024 -2.724
H11 -1.237 -1.555 3.452
H12 -2.588 -4.064 5.385
H13 -3.743 -6.042 4.458
H14 -3.958 -6.319 1.996
H15 -2.997 -4.611 0.502
H16 -0.126 -2.125 -4.832
H17 -1.170 -0.881 -5.555
H18 -2.276 -3.245 -5.078
H19 -3.165 -1.821 -4.507
N5 6.179 4.782 -6.694
C27 5.626 4.078 -5.976
C28 4.930 3.191 -5.069
C29 3.661 3.530 -4.611
C30 2.987 2.680 -3.751
C31 3.604 1.508 -3.352
C32 4.865 1.156 -3.793
C33 5.530 2.004 -4.663
N6 2.910 0.619 -2.448
C34 2.970 -0.764 -2.450
C35 2.151 -1.182 -1.464
N7 1.600 -0.072 -0.833
C36 2.092 0.990 -1.463
H20 3.198 4.450 -4.941
H21 1.981 2.926 -3.433
H22 5.348 0.250 -3.451
H23 6.519 1.750 -5.018
H24 3.552 -1.312 -3.170
H25 1.904 -2.190 -1.176
H26 1.895 2.020 -1.214



2.
Below is a molecular structure, C36H26Cl3FeN8O12S, with properties calculated with ωB97M-V with the def2-TZVPD basis set.

Summary:
- Largest force on an atom: 0.0239 Eh/bohr
- 2S+1: 1
- Gap between HOMO and LUMO (alpha / beta): 7.15 / 7.20 eV
- Total charge: +1
- LUMO level (alpha / beta): -3.53 / -3.49 eV

Element x y z (Å)
Fe1 -0.082 -1.172 -0.802
O1 2.487 -4.002 -3.769
C1 1.975 -3.218 -2.817
O2 2.282 -2.076 -2.634
C2 1.001 -3.969 -1.945
C3 0.785 -5.332 -2.115
C4 -0.034 -5.996 -1.220
C5 -0.594 -5.284 -0.172
C6 -0.354 -3.924 -0.096
N1 0.412 -3.269 -0.975
C7 -0.860 -3.046 1.014
O3 -1.685 -3.522 1.918
O4 -0.430 -1.914 1.124
H1 3.096 -3.466 -4.301
H2 1.271 -5.850 -2.928
H3 -0.216 -7.057 -1.322
H4 -1.205 -5.786 0.563
H5 -2.238 -4.238 1.568
Cl1 -1.745 5.368 0.318
C8 -0.258 4.588 0.758
C9 0.941 5.107 0.293
C10 2.121 4.493 0.667
C11 2.133 3.359 1.476
C12 3.472 2.751 1.844
C13 4.093 2.008 0.657
N2 3.354 0.792 0.354
C14 3.693 -0.484 0.737
C15 2.664 -1.281 0.350
N3 1.700 -0.511 -0.254
C16 2.149 0.726 -0.235
O5 4.382 3.772 2.208
C17 4.712 3.799 3.598
C18 3.511 3.884 4.497
C19 2.611 4.909 4.500
Cl2 2.687 6.344 3.568
S1 1.329 4.666 5.610
C20 1.997 3.173 6.113
C21 3.143 2.884 5.444
C22 0.910 2.857 1.906
Cl3 0.831 1.417 2.876
C23 -0.291 3.468 1.570
H6 0.944 5.993 -0.326
H7 3.067 4.915 0.353
H8 3.327 2.041 2.661
H9 5.120 1.738 0.895
H10 4.110 2.648 -0.226
H11 4.622 -0.700 1.234
H12 2.549 -2.344 0.463
H13 1.629 1.591 -0.609
H14 5.359 4.667 3.717
H15 5.289 2.905 3.857
H16 1.505 2.589 6.873
H17 3.723 1.987 5.614
H18 -1.228 3.074 1.940
O6 -5.613 -4.351 -5.535
N4 -4.561 -3.778 -5.726
O7 -3.987 -3.703 -6.792
C24 -3.838 -3.309 -4.543
C25 -2.605 -2.728 -4.690
C26 -1.943 -2.250 -3.569
C27 -2.458 -2.359 -2.241
O8 -1.916 -1.934 -1.177
C28 -3.711 -3.048 -2.194
C29 -4.411 -3.474 -3.283
N5 -4.264 -3.339 -0.867
O9 -3.626 -4.127 -0.182
O10 -5.332 -2.876 -0.572
N6 -0.676 -1.600 -3.797
O11 -0.051 -1.867 -4.793
O12 -0.305 -0.746 -2.982
H19 -2.165 -2.620 -5.671
H20 -5.378 -3.948 -3.180
N7 -1.836 2.541 -1.297
C30 -0.912 1.582 -1.494
N8 -0.960 0.639 -0.583
C31 -1.994 1.003 0.284
C32 -2.473 0.404 1.450
C33 -3.508 1.033 2.108
C34 -4.071 2.231 1.635
C35 -3.603 2.838 0.490
C36 -2.554 2.201 -0.166
H21 -1.945 3.374 -1.851
H22 -0.229 1.596 -2.328
H23 -2.038 -0.506 1.831
H24 -3.900 0.594 3.015
H25 -4.884 2.686 2.183
H26 -4.020 3.767 0.126



3.
Below is a molecular structure, C36H26Cl5N3OP2Tl, with properties calculated with ωB97M-V with the def2-TZVPD basis set.

Summary:
- Largest force on an atom: 0.0169 Eh/bohr
- 2S+1: 1
- Gap between HOMO and LUMO (alpha / beta): 5.45 / 5.66 eV
- Total charge: +1
- Energy above the lowest of the compared OMol25 structures with the same formula, charge and spin: 71.1 kcal per mole
- LUMO level (alpha / beta): -5.27 / -4.90 eV

Element x y z (Å)
Tl1 -1.370 1.525 -0.590
C1 1.655 -2.545 0.547
C2 0.422 -2.243 1.411
P1 0.014 -0.457 1.556
C3 -1.725 -0.422 2.099
C4 -2.557 -1.538 2.117
C5 -3.899 -1.395 2.453
C6 -4.417 -0.147 2.764
C7 -3.585 0.968 2.773
C8 -2.249 0.830 2.440
C9 0.902 0.180 3.003
C10 1.889 1.151 2.856
C11 2.549 1.656 3.968
C12 2.212 1.202 5.234
C13 1.214 0.246 5.390
C14 0.555 -0.261 4.282
C15 1.586 -1.893 -0.849
P2 1.865 -0.107 -0.644
C16 3.676 0.026 -0.439
C17 4.255 0.031 0.826
C18 5.639 0.013 0.959
C19 6.445 -0.009 -0.169
C20 5.870 -0.019 -1.435
C21 4.492 -0.002 -1.576
C22 1.509 0.759 -2.145
C23 2.026 2.053 -2.254
C24 2.179 2.663 -3.479
C25 1.817 1.972 -4.685
C26 1.216 0.775 -4.633
C27 0.831 0.129 -3.339
H1 1.729 -3.625 0.422
H2 2.565 -2.225 1.064
H3 0.550 -2.633 2.421
H4 -0.444 -2.721 0.955
H5 -2.186 -2.522 1.860
H6 -4.541 -2.269 2.459
H7 -5.469 -0.041 3.005
H8 -3.980 1.942 3.031
H9 -1.600 1.701 2.472
H10 2.120 1.537 1.871
H11 3.312 2.415 3.848
H12 2.715 1.604 6.104
H13 0.940 -0.097 6.380
H14 -0.230 -0.997 4.412
H15 0.607 -2.063 -1.303
H16 2.363 -2.294 -1.499
H17 3.639 0.043 1.717
H18 6.081 0.017 1.947
H19 7.523 -0.018 -0.065
H20 6.494 -0.041 -2.320
H21 4.056 -0.007 -2.569
H22 2.395 2.545 -1.360
H23 2.621 3.649 -3.543
H24 2.024 2.437 -5.642
H25 0.875 0.271 -5.531
H26 1.040 -0.938 -3.373
Cl1 -1.943 -2.265 -1.211
C28 -3.389 -1.315 -0.927
C29 -3.262 0.055 -0.863
C30 -4.438 0.755 -0.650
Cl2 -4.343 2.510 -0.558
C31 -5.681 0.153 -0.496
Cl3 -7.095 1.094 -0.227
C32 -5.757 -1.237 -0.546
Cl4 -7.261 -2.027 -0.304
C33 -4.599 -1.984 -0.768
Cl5 -4.676 -3.701 -0.798
O1 -0.655 0.097 -3.243
N1 -1.185 1.300 -3.577
C34 -2.400 1.177 -3.937
C35 -3.096 2.392 -4.299
N2 -3.660 3.345 -4.603
C36 -3.115 -0.076 -4.045
N3 -3.660 -1.081 -4.155



4.
Below is a molecular structure, C36H26CoN6O2S3, with properties calculated with ωB97M-V with the def2-TZVPD basis set.

Summary:
- Largest force on an atom: 0.0168 Eh/bohr
- ⟨S²⟩: 6.02
- 2S+1: 5
- Gap between HOMO and LUMO (alpha / beta): 7.03 / 5.76 eV
- Total charge: -1
- Energy above the lowest of the compared OMol25 structures with the same formula, charge and spin: 0.0 kcal per mole
- LUMO level (alpha / beta): 2.10 / 0.84 eV

Element x y z (Å)
Co1 1.287 0.552 -0.936
S1 5.184 -1.078 -2.155
C1 5.015 -1.058 -0.451
C2 5.634 -1.946 0.426
C3 5.508 -1.777 1.800
C4 6.216 -2.634 2.691
N1 6.819 -3.317 3.393
C5 4.739 -0.708 2.306
C6 4.112 0.166 1.420
C7 4.236 -0.007 0.052
S2 3.621 1.095 -1.157
C8 4.620 -0.474 3.705
N2 4.517 -0.247 4.829
H1 6.238 -2.757 0.041
H2 3.537 0.995 1.810
C9 0.745 -0.403 2.146
N3 0.912 -0.674 0.731
C10 0.915 -1.931 0.380
C11 1.226 -2.294 -0.935
C12 1.397 -3.538 -1.581
C13 1.834 -3.244 -2.858
C14 1.914 -1.839 -2.944
N4 1.545 -1.275 -1.802
C15 -0.469 0.416 2.516
C16 -0.397 1.334 3.556
C17 -1.525 2.035 3.959
C18 -2.738 1.822 3.324
C19 -2.815 0.914 2.279
C20 -1.690 0.212 1.880
H3 1.643 0.105 2.513
H4 0.675 -1.352 2.697
H5 0.699 -2.703 1.122
H6 1.223 -4.509 -1.141
H7 2.085 -3.941 -3.641
H8 2.207 -1.246 -3.794
H9 0.550 1.491 4.060
H10 -1.455 2.743 4.776
H11 -3.622 2.363 3.640
H12 -3.757 0.747 1.772
H13 -1.754 -0.496 1.062
C21 -5.163 -3.655 -1.990
C22 -4.165 -2.570 -2.296
C23 -3.044 -2.382 -1.494
C24 -2.127 -1.383 -1.781
C25 -2.336 -0.555 -2.870
C26 -3.449 -0.720 -3.677
C27 -4.354 -1.729 -3.391
S3 -1.064 0.629 -3.306
O1 -1.694 1.704 -4.036
O2 -0.061 -0.122 -4.006
N5 -0.450 1.136 -1.890
C28 -1.157 2.088 -1.178
C29 -2.499 2.419 -1.332
C30 -3.092 3.427 -0.560
C31 -2.381 4.132 0.371
C32 -1.022 3.827 0.578
C33 -0.219 4.495 1.525
C34 1.089 4.131 1.673
C35 1.608 3.111 0.866
N6 0.893 2.459 -0.022
C36 -0.412 2.798 -0.181
H14 -4.808 -4.300 -1.187
H15 -5.352 -4.265 -2.875
H16 -6.117 -3.225 -1.678
H17 -2.871 -3.037 -0.648
H18 -1.244 -1.236 -1.173
H19 -3.598 -0.055 -4.518
H20 -5.211 -1.879 -4.038
H21 -3.084 1.908 -2.077
H22 -4.143 3.640 -0.715
H23 -2.836 4.910 0.972
H24 -0.657 5.291 2.116
H25 1.731 4.626 2.389
H26 2.656 2.840 0.935



5.
Below is a molecular structure, C36H26N5PPb, with properties calculated with ωB97M-V with the def2-TZVPD basis set.

Summary:
- Largest force on an atom: 0.0181 Eh/bohr
- 2S+1: 1
- Gap between HOMO and LUMO: 5.51 eV
- Total charge: +2
- Energy above the lowest of the compared OMol25 structures with the same formula, charge and spin: 27.1 kcal per mole
- LUMO level: -8.15 eV

Element x y z (Å)
Pb1 -0.747 -0.388 0.714
C1 -3.241 -3.456 2.949
C2 -4.467 -3.516 2.286
C3 -4.727 -2.615 1.280
C4 -3.777 -1.639 0.928
N1 -2.577 -1.621 1.564
C5 -2.335 -2.507 2.550
N2 -4.179 -0.747 -0.025
C6 -3.616 0.327 -0.435
N3 -2.337 0.806 -0.165
C7 -2.262 2.142 -0.544
N4 -1.382 3.017 -0.240
C8 -0.374 2.959 0.675
C9 0.263 4.183 0.957
C10 1.251 4.256 1.910
C11 1.637 3.093 2.580
C12 1.012 1.920 2.240
N5 0.040 1.841 1.319
C13 -3.475 2.456 -1.310
C14 -3.876 3.613 -1.947
C15 -5.139 3.614 -2.530
C16 -5.970 2.500 -2.462
C17 -5.569 1.340 -1.805
C18 -4.310 1.339 -1.240
H1 -2.991 -4.135 3.750
H2 -5.202 -4.259 2.564
H3 -5.663 -2.603 0.744
H4 -1.361 -2.448 3.024
H5 -0.070 5.052 0.410
H6 1.724 5.201 2.142
H7 2.404 3.101 3.340
H8 1.309 0.986 2.707
H9 -3.229 4.478 -1.991
H10 -5.486 4.502 -3.040
H11 -6.948 2.537 -2.921
H12 -6.208 0.470 -1.742
C19 1.685 1.256 -3.944
C20 1.811 -0.120 -3.805
C21 1.947 -0.686 -2.548
C22 1.979 0.137 -1.420
C23 1.855 1.522 -1.563
C24 1.710 2.077 -2.824
P1 2.131 -0.544 0.252
C25 3.854 -0.483 0.746
C26 4.159 -0.919 2.041
C27 5.460 -0.849 2.502
C28 6.454 -0.322 1.683
C29 6.150 0.116 0.401
C30 4.851 0.048 -0.073
C31 1.584 -2.273 0.100
C32 2.426 -3.386 0.063
C33 1.856 -4.645 -0.082
C34 0.486 -4.804 -0.222
C35 -0.367 -3.695 -0.195
C36 0.240 -2.486 0.001
H13 1.569 1.690 -4.928
H14 1.805 -0.758 -4.679
H15 2.043 -1.759 -2.443
H16 1.889 2.165 -0.689
H17 1.616 3.149 -2.932
H18 3.376 -1.324 2.675
H19 5.701 -1.194 3.498
H20 7.468 -0.247 2.050
H21 6.930 0.513 -0.236
H22 4.610 0.385 -1.073
H23 3.499 -3.248 0.121
H24 2.497 -5.518 -0.089
H25 0.048 -5.787 -0.327
H26 -1.439 -3.814 -0.294



6.
Below is a molecular structure, C36H28BrCl2HfN2O7S4, with properties calculated with ωB97M-V with the def2-TZVPD basis set.

Summary:
- Largest force on an atom: 0.0940 Eh/bohr
- 2S+1: 1
- Gap between HOMO and LUMO: 4.13 eV
- Total charge: -1
- Energy above the lowest of the compared OMol25 structures with the same formula, charge and spin: 54.6 kcal per mole
- LUMO level: 0.02 eV

Element x y z (Å)
Hf1 0.146 -1.194 -0.635
O1 -3.879 -0.291 3.007
C1 -4.147 -1.543 2.696
C2 -5.242 -2.208 3.311
C3 -5.455 -3.551 3.086
C4 -4.777 -4.298 2.208
C5 -3.671 -3.636 1.592
C6 -3.393 -2.323 1.752
C7 -2.491 -1.381 0.905
O2 -1.509 -2.023 0.120
N1 -1.811 -0.395 1.849
N2 -0.953 0.398 0.979
C8 -0.223 1.256 1.709
C9 0.441 1.039 2.963
Br1 1.802 -0.322 3.030
C10 0.438 1.866 4.063
C11 -0.413 2.968 4.278
C12 -0.990 3.134 5.561
C13 -2.033 4.010 5.771
C14 -2.503 4.835 4.751
C15 -1.971 4.699 3.468
C16 -1.015 3.685 3.231
H1 -2.781 -0.044 2.576
H2 -5.911 -1.590 3.941
H3 -6.227 -4.076 3.627
H4 -5.057 -5.353 1.949
H5 -3.038 -4.227 0.905
H6 -3.143 -0.866 0.193
H7 -1.225 -0.914 2.514
H8 -0.025 2.213 1.172
H9 1.262 1.679 4.792
H10 -0.594 2.544 6.330
H11 -2.464 4.095 6.780
H12 -3.312 5.535 4.970
H13 -2.281 5.322 2.683
H14 -0.681 3.547 2.207
O3 -0.367 -8.454 0.627
C17 -0.065 -7.332 0.267
S1 -0.467 -6.727 -1.410
C18 -0.226 -5.053 -1.083
C19 0.444 -4.697 0.206
S2 0.998 -3.248 0.930
S3 0.948 -6.108 1.151
S4 -0.988 -4.180 -2.426
Cl1 -2.150 -1.442 -7.593
C20 -1.644 -1.138 -6.027
C21 -1.633 0.152 -5.515
C22 -1.391 0.446 -4.153
Cl2 -2.028 1.863 -3.414
C23 -1.097 -0.646 -3.293
O4 -1.227 -0.473 -2.005
C24 -0.658 -1.879 -3.931
C25 0.209 -2.901 -3.161
O5 0.964 -2.337 -2.173
C26 -1.078 -2.177 -5.258
H15 -1.859 0.998 -6.157
H16 0.673 -3.496 -3.960
H17 -0.943 -3.148 -5.681
C27 5.921 4.000 -3.550
C28 5.116 3.091 -2.568
C29 3.787 3.558 -2.326
C30 2.938 2.742 -1.558
C31 1.733 3.479 -1.041
C32 3.331 1.407 -1.222
C33 4.750 1.042 -1.332
C34 5.252 -0.295 -0.815
C35 5.585 1.914 -2.044
C36 2.223 0.433 -0.922
O6 2.357 -0.685 -0.298
O7 1.044 0.758 -1.351
H18 5.630 3.829 -4.589
H19 7.008 3.730 -3.539
H20 5.730 5.043 -3.280
H21 3.437 4.523 -2.684
H22 1.891 4.485 -1.408
H23 1.573 3.453 0.014
H24 0.802 3.106 -1.457
H25 4.999 -1.105 -1.501
H26 4.727 -0.484 0.126
H27 6.346 -0.189 -0.585
H28 6.534 1.553 -2.344